1.
# C62H79B2N9O8

10 unconnected molecules or ions with the total composition C62H79B2N9O8 (ωB97M-V/def2-TZVPD, the Open Molecules 2025 dataset).

Structure (XYZ):
```
160
Properties=species:S:1:pos:R:3
C 4.59927 -1.59498 4.59168
C 3.87917 -0.26596 4.39097
C 4.34320 0.48571 3.13967
C 4.07068 1.99871 3.21142
C 3.55938 2.61969 1.90922
C 2.27277 2.01129 1.32453
C 1.30071 1.60592 2.43667
C -0.16638 1.47605 1.96519
C -1.09390 1.53872 3.16550
C -0.72983 0.94566 4.37733
C -1.54547 0.97758 5.51302
B -1.06077 0.21350 6.79351
O 0.28221 0.25427 7.14022
O -1.91320 -0.51219 7.59549
C -2.75764 1.67278 5.40590
C -3.14738 2.25016 4.19742
C -2.32416 2.18489 3.08074
C -4.48950 2.90102 4.15604
O -4.70216 3.91229 3.55190
C -5.52223 2.17604 4.96432
C -6.83526 1.99619 4.53988
O -7.19961 2.48836 3.32614
C -7.70955 1.27281 5.36406
C -9.13026 0.99242 4.92281
C -9.22257 -0.45007 4.35241
O -7.95467 -0.81632 3.83701
C -7.90439 -2.14977 3.32314
C -7.63989 -2.11092 1.81721
C -7.28967 0.76995 6.58858
C -5.97502 0.94590 7.03302
B -5.45730 0.37676 8.42762
O -4.82329 -0.84770 8.43624
O -5.62543 1.06484 9.59844
C -5.11503 1.63936 6.19171
C -3.69717 1.82156 6.55184
O -3.33742 2.09569 7.67039
H 4.36151 -2.30861 3.80647
H 4.30885 -2.04927 5.53817
H 5.67561 -1.43874 4.63504
H 2.80996 -0.47784 4.32052
H 3.99446 0.34304 5.28894
H 3.80604 0.05266 2.29503
H 5.40663 0.28245 3.03148
H 3.43688 2.23381 4.06290
H 5.02595 2.47977 3.42867
H 4.37882 2.62004 1.18765
H 3.33373 3.66394 2.13032
H 1.77218 2.77562 0.73216
H 2.48204 1.11746 0.73753
H 1.31476 2.31994 3.25920
H 1.59208 0.64568 2.84996
H -0.28544 0.47212 1.56039
H -0.41356 2.24600 1.24142
H 0.20141 0.40983 4.47738
H 0.65992 -0.63020 7.09089
H -2.53628 -0.99347 7.03460
H -2.64932 2.62636 2.15024
H -8.08126 2.86849 3.36388
H -9.78330 1.05842 5.78593
H -9.43073 1.65188 4.11561
H -9.95316 -0.50103 3.54369
H -9.46525 -1.12861 5.17468
H -7.06202 -2.63624 3.81375
H -8.83131 -2.66039 3.57657
H -8.56879 -2.21881 1.26356
H -7.20037 -1.14604 1.58075
H -6.91867 -2.86105 1.50721
H -7.96502 0.22431 7.23287
H -3.94820 -0.75756 8.83476
H -5.30944 1.96990 9.48336
C 4.10300 -1.34475 -2.01376
C 4.50302 -0.98464 -0.69710
C 5.60408 -0.17990 -0.81323
N 5.88482 -0.04390 -2.14599
C 4.97251 -0.74802 -2.88500
H 3.27222 -1.97289 -2.29109
H 4.03729 -1.28351 0.22798
H 6.20962 0.30345 -0.06582
H 6.64560 0.49194 -2.52096
H 5.01823 -0.76576 -3.96069
C -1.25328 -3.47584 -0.62634
C -0.82667 -3.11332 0.67997
C 0.28111 -2.32068 0.53711
N 0.54142 -2.18919 -0.79512
C -0.38964 -2.88625 -1.51424
H -2.09759 -4.09470 -0.88283
H -1.28191 -3.39998 1.61286
H 0.90756 -1.83586 1.26758
H 1.30401 -1.65870 -1.17744
H -0.35740 -2.89871 -2.59184
C 3.30408 2.79100 -6.02204
C 4.18057 3.04824 -7.11185
C 5.33133 2.34465 -6.88500
N 5.18599 1.67430 -5.69916
C 3.95082 1.93879 -5.16862
H 2.31170 3.18650 -5.88319
H 3.98494 3.67644 -7.96469
H 6.23661 2.26227 -7.46158
H 5.87954 1.08111 -5.28603
H 3.64093 1.50010 -4.23503
C 1.61265 2.01523 -9.59940
C 2.57265 1.63809 -10.57674
C 1.98961 1.79773 -11.80582
N 0.71455 2.25383 -11.60779
C 0.47806 2.39215 -10.26638
H 1.74442 2.00974 -8.53023
H 3.57649 1.28939 -10.39586
H 2.37036 1.62617 -12.79868
H 0.05413 2.45547 -12.33475
H -0.47240 2.74500 -9.90462
C 3.24297 6.94555 -1.07103
C 2.04606 6.53385 -1.71794
C 2.06208 5.16619 -1.77298
N 3.22189 4.73645 -1.18796
C 3.94522 5.81394 -0.75455
H 3.55080 7.95613 -0.86164
H 1.26415 7.16955 -2.09783
H 1.35176 4.46493 -2.17642
H 3.49932 3.77711 -1.09059
H 4.89279 5.68313 -0.26052
C -0.10306 4.56863 6.46917
C 1.06171 5.20045 5.94977
C 2.12337 4.37183 6.20447
N 1.64411 3.26753 6.85803
C 0.29354 3.37949 7.01911
H -1.11308 4.94249 6.43812
H 1.11266 6.15185 5.44700
H 3.17154 4.47233 5.97827
H 2.19474 2.49009 7.17222
H -0.26539 2.60828 7.51204
C 6.80480 -0.47423 -13.24200
C 5.59566 0.10706 -12.77073
C 5.81528 1.45191 -12.63743
N 7.10827 1.70456 -13.00645
C 7.71720 0.53706 -13.37916
H 6.98225 -1.51475 -13.45592
H 4.67183 -0.40395 -12.55509
H 5.16489 2.24689 -12.31259
H 7.54329 2.60792 -13.00364
H 8.74212 0.52656 -13.70789
C -2.08430 -7.49139 -3.99417
C -0.94515 -8.14132 -3.44560
C -0.15206 -7.17086 -2.88751
N -0.76895 -5.96582 -3.07781
C -1.94503 -6.15119 -3.74906
H -2.91110 -7.95424 -4.50618
H -0.73243 -9.19760 -3.45819
H 0.79177 -7.23587 -2.37345
H -0.41269 -5.07798 -2.76929
H -2.58173 -5.31769 -3.99219
C -4.48904 -9.91208 -0.50337
C -4.03850 -9.52799 0.78796
C -2.92514 -8.74871 0.61254
N -2.68513 -8.64900 -0.72972
C -3.63356 -9.35196 -1.41622
H -5.34204 -10.52775 -0.73524
H -4.48000 -9.79290 1.73424
H -2.28543 -8.25850 1.32655
H -1.92549 -8.14084 -1.15210
H -3.61886 -9.39420 -2.49053
```

Results
SMILES   CCCCCCCCc1cc(B(O)O)c2c(c1)C(=O)c1c(O)c(CCOCC)cc(B(O)O)c1C2=O.c1cc[nH]c1.c1cc[nH]c1.c1cc[nH]c1.c1cc[nH]c1.c1cc[nH]c1.c1cc[nH]c1.c1cc[nH]c1.c1cc[nH]c1.c1cc[nH]c1
Kohn-Sham gap   7.60 eV
Electronic energy   -96722.176 eV
Highest occupied orbital energy   -7.98 eV

***

2.
# C9H9F3N2O7Os

A molecular structure, C9H9F3N2O7Os (ωB97M-V/def2-TZVPD, the Open Molecules 2025 dataset).

Structure (XYZ):
```
31
Properties=species:S:1:pos:R:3
Os -0.30872 -1.05948 -0.03070
O -2.45052 4.60122 0.05430
C -1.14172 4.67792 -0.02400
O -0.54922 5.72572 -0.08700
C -0.37622 3.38872 -0.06660
C 0.98268 3.30862 -0.33490
N 1.32078 2.01262 -0.32440
N 0.27238 1.23372 -0.06640
C -0.77472 2.04172 0.10040
C -2.11342 1.40962 0.38830
O -3.12042 2.10882 0.45080
O -2.10342 0.14652 0.51800
H -2.81052 3.67172 0.18770
H 1.68538 4.09292 -0.53340
H 2.23028 1.60472 -0.48510
C -2.78402 -3.22048 -0.17700
O -2.36712 -2.13058 -0.99490
H -3.81712 -3.49488 -0.40300
H -2.68782 -2.98458 0.88570
H -2.13122 -4.05668 -0.41330
H -2.95892 -1.38348 -0.80950
C 0.65768 -2.91448 0.58990
H 0.46718 -3.47368 -0.34660
H 0.41348 -3.55418 1.44090
F 4.19108 -0.46548 0.88890
C 4.09848 -1.58398 0.14150
F 4.76478 -1.34168 -0.98870
F 4.72228 -2.55998 0.79080
C 2.61518 -1.87628 -0.11940
O 2.08768 -2.73068 0.70100
O 1.98588 -1.19398 -0.93320
```

Results
Kohn-Sham gap (alpha / beta)   7.70 / 7.67 eV
Electronic energy   -37408.171 eV
Energy above the lowest of the compared OMol25 structures with the same formula, charge and spin   31.2 kcal/mol
Highest occupied orbital energy (alpha / beta)   -8.54 / -8.47 eV